Density functional theory data (ωB97M-V/def2-TZVPD) for 3 unconnected molecules or ions with the total composition C23H40F6O8S in a non-equilibrium geometry.

Electronic energy   -68019.435 eV
Spin multiplicity   1
Structure (SMILES)   CCSCOC(=O)OCCCCCCCCCCOC.CCOC(=O)C(F)(F)F.CCOC(=O)C(F)(F)F
ΔE to the lowest compared entry with this formula, charge and spin   0.000 eV
HOMO-LUMO gap   0.337 hartree

CARTESIAN COORDINATES (ANGSTROEM)
C  6.830  -2.934  0.481
C  5.848  -1.769  0.648
S  4.145  -2.365  0.604
C  3.289  -0.931  -0.107
O  2.057  -0.693  0.547
C  0.973  -1.210  -0.072
O  1.002  -2.135  -0.887
O  -0.163  -0.603  0.350
C  -0.605  0.449  -0.540
C  -2.075  0.299  -0.877
C  -3.014  1.261  -0.132
C  -3.825  0.590  0.986
C  -5.203  0.156  0.520
C  -5.941  -0.692  1.545
C  -7.437  -0.758  1.287
C  -8.146  -1.762  2.186
C  -9.673  -1.596  2.174
C  -10.373  -2.525  1.171
O  -11.452  -1.891  0.513
C  -11.136  -1.308  -0.736
H  7.313  -3.180  1.421
H  6.329  -3.840  0.153
H  7.613  -2.695  -0.219
H  6.022  -1.051  -0.147
H  6.061  -1.274  1.589
H  3.915  -0.065  0.076
H  3.164  -1.050  -1.175
H  -0.372  1.417  -0.106
H  -0.028  0.367  -1.460
H  -2.175  0.480  -1.945
H  -2.402  -0.726  -0.732
H  -3.726  1.656  -0.853
H  -2.461  2.114  0.245
H  -3.254  -0.238  1.402
H  -3.960  1.326  1.777
H  -5.786  1.058  0.335
H  -5.139  -0.400  -0.415
H  -5.780  -0.307  2.550
H  -5.557  -1.711  1.510
H  -7.888  0.215  1.475
H  -7.642  -1.022  0.249
H  -7.803  -1.624  3.210
H  -7.916  -2.787  1.897
H  -10.073  -1.810  3.159
H  -9.944  -0.577  1.910
H  -10.807  -3.368  1.702
H  -9.658  -2.943  0.460
H  -11.138  -0.222  -0.652
H  -10.156  -1.609  -1.102
H  -11.885  -1.619  -1.457
C  0.760  6.880  1.627
C  0.801  5.597  0.827
O  -0.521  5.195  0.417
C  -1.001  5.792  -0.662
O  -0.458  6.617  -1.328
C  -2.392  5.222  -0.982
F  -3.143  5.126  0.116
F  -2.266  3.998  -1.503
F  -3.028  5.985  -1.855
H  0.087  6.776  2.478
H  1.756  7.123  1.995
H  0.405  7.711  1.019
H  1.174  4.775  1.434
H  1.445  5.687  -0.047
C  13.531  -3.738  -2.616
C  12.170  -3.369  -3.165
O  11.273  -2.973  -2.109
C  11.386  -1.725  -1.691
O  12.143  -0.896  -2.091
C  10.337  -1.456  -0.599
F  10.286  -2.451  0.287
F  9.123  -1.332  -1.154
F  10.606  -0.339  0.055
H  13.437  -4.511  -1.853
H  14.169  -4.111  -3.417
H  14.018  -2.876  -2.161
H  11.698  -4.229  -3.633
H  12.236  -2.576  -3.908

Density functional theory data (ωB97M-V/def2-TZVPD) for 8 unconnected molecules or ions with the total composition C15H46N2O15 in a non-equilibrium geometry.

Electronic energy   -49988.503 eV
Spin multiplicity   1
Structure (SMILES)   NC(N)=O.OCCO.OCCO.OCCO.OCCO.OCCO.OCCO.OCCO
ΔE to the lowest compared entry with this formula, charge and spin   2.972 eV
HOMO-LUMO gap   0.356 hartree

CARTESIAN COORDINATES (ANGSTROEM)
C  -2.794  2.246  0.931
C  -3.841  1.324  1.697
O  -4.934  0.943  0.796
O  -2.222  1.399  0.057
H  -2.082  2.699  1.622
H  -3.212  3.071  0.354
H  -4.213  1.929  2.524
H  -3.369  0.476  2.193
H  -5.186  0.043  1.014
H  -2.828  0.957  -0.542
C  -0.453  -3.812  1.014
C  -0.784  -5.155  0.240
O  0.055  -6.131  0.881
O  -1.271  -2.701  0.663
H  0.575  -3.502  0.825
H  -0.407  -3.986  2.089
H  -0.730  -5.079  -0.846
H  -1.805  -5.489  0.420
H  -0.088  -6.974  0.445
H  -0.885  -1.859  0.916
C  0.977  1.470  6.162
C  0.737  0.457  5.065
O  -0.279  0.842  4.212
O  -0.267  1.628  6.989
H  1.217  2.500  5.897
H  1.735  1.067  6.834
H  0.403  -0.478  5.516
H  1.586  0.292  4.402
H  -1.134  0.887  4.648
H  -0.790  2.426  6.883
C  -0.561  -1.160  -3.905
C  0.594  -0.192  -4.261
O  1.742  -0.928  -4.642
O  -1.097  -2.002  -4.951
H  -1.384  -0.630  -3.425
H  -0.201  -1.801  -3.100
H  0.811  0.470  -3.423
H  0.378  0.533  -5.046
H  1.488  -1.614  -5.263
H  -1.581  -2.639  -4.421
C  2.182  -4.418  -1.554
C  3.186  -4.276  -2.699
O  4.507  -4.071  -2.257
O  2.333  -5.660  -0.859
H  1.157  -4.267  -1.892
H  2.401  -3.551  -0.931
H  2.787  -3.491  -3.342
H  3.143  -5.131  -3.373
H  5.073  -4.032  -3.032
H  1.641  -5.806  -0.210
C  -1.075  3.770  -2.039
C  -2.213  4.673  -2.561
O  -1.999  5.242  -3.831
O  -1.055  2.610  -2.899
H  -1.126  3.462  -0.994
H  -0.127  4.288  -2.187
H  -2.338  5.450  -1.807
H  -3.134  4.104  -2.429
H  -1.165  4.838  -4.084
H  -0.737  2.989  -3.721
C  0.989  -0.226  1.302
C  1.231  -0.249  -0.236
O  0.517  0.648  -1.032
O  -0.416  -0.305  1.675
H  1.343  0.734  1.678
H  1.534  -1.025  1.803
H  1.119  -1.242  -0.671
H  2.268  0.085  -0.287
H  -0.288  0.906  -0.577
H  -0.510  -0.065  2.600
C  2.111  3.687  1.127
O  2.908  2.799  1.206
N  0.834  3.555  1.127
N  2.606  4.839  0.983
H  0.514  2.598  1.070
H  0.275  4.347  1.410
H  2.059  5.670  0.809
H  3.568  4.994  1.249

Density functional theory data (ωB97M-V/def2-TZVPD) for 11 unconnected molecules or ions with the total composition C4H30NO10 in a non-equilibrium geometry.

Electronic energy   -26596.851 eV
Spin multiplicity   2
ΔE to the lowest compared entry with this formula, charge and spin   0.000 eV
HOMO-LUMO gap (alpha / beta)   0.093 / 0.393 hartree

CARTESIAN COORDINATES (ANGSTROEM)
C  0.560  0.179  -1.173
N  -0.472  0.716  -1.984
C  -1.764  0.475  -1.260
C  -1.381  0.714  0.230
C  0.140  0.087  0.271
H  0.728  -0.872  -1.540
H  1.564  0.676  -1.271
H  -0.640  0.376  -2.984
H  -0.364  1.772  -2.216
H  -2.225  -0.446  -1.573
H  -2.529  1.111  -1.734
H  -1.351  1.806  0.466
H  -2.011  0.111  0.845
H  -0.018  -0.936  0.704
H  0.614  0.601  1.099
H  2.346  -0.026  2.828
H  1.270  -0.314  3.997
O  1.860  0.331  3.596
H  -0.763  3.654  -1.415
H  0.801  3.395  -1.196
O  0.064  3.427  -1.850
H  -0.776  -3.262  2.130
H  -1.386  -1.906  1.950
O  -0.523  -2.331  2.158
H  0.074  -1.137  -4.506
H  -1.384  -1.416  -4.126
O  -0.700  -0.724  -4.101
H  1.238  2.191  3.004
H  1.932  3.597  3.122
O  1.391  3.039  2.559
H  2.782  -1.175  1.062
H  3.383  0.376  0.697
O  3.183  -0.328  1.313
H  -3.506  -2.953  -2.160
H  -1.997  -2.862  -1.727
O  -2.620  -2.694  -2.460
H  1.420  -3.102  1.115
H  2.590  -3.216  0.304
O  1.838  -2.591  0.397
H  2.159  2.777  0.909
H  2.648  3.724  -0.165
O  2.076  2.952  -0.056
H  -3.791  -2.222  2.218
H  -3.376  -1.408  0.995
O  -3.083  -2.166  1.531